Entry P
Molecular formula: ArH22O11
Method: DFT, wB97M-V/def2-TZVPD

Structure (XYZ):
```
34
ArH22O11 (wB97M-V/def2-TZVPD)
Ar -0.220 0.484 0.005
O 2.846 -1.296 -0.762
H 2.932 -2.089 -1.291
H 2.278 -0.724 -1.279
O 3.318 -1.401 2.003
H 4.274 -1.339 2.004
H 3.074 -1.324 1.080
O 2.303 0.521 3.654
H 1.353 0.414 3.604
H 2.654 -0.220 3.160
O 1.168 3.100 -2.240
H 0.634 3.728 -1.754
H 1.248 3.480 -3.115
O -0.496 0.712 3.358
H -1.126 0.210 2.842
H -0.746 1.625 3.220
O -2.231 -1.296 -2.236
H -1.557 -0.971 -2.832
H -2.815 -0.549 -2.105
O -2.595 -1.209 2.025
H -3.187 -0.975 2.740
H -2.140 -1.991 2.337
O 1.574 0.404 -2.897
H 2.135 0.581 -3.652
H 1.242 1.263 -2.638
O -4.749 -0.157 0.266
H -4.016 -0.464 0.799
H -4.436 -0.227 -0.636
O -1.898 2.806 -2.186
H -1.057 2.398 -2.392
H -1.741 3.744 -2.293
O 0.765 -3.313 0.698
H 0.134 -3.497 0.003
H 1.078 -2.428 0.509
```

The highest occupied orbital energy is -9.5282 eV. The value obtained for the HOMO-LUMO gap is 9.09 eV. The value obtained for the LUMO energy is -0.44 eV. The calculation puts the molar mass at 238.11 g/mol. The spin multiplicity is 1. As for the total charge: 0.

The Löwdin scheme yields these atomic charges, measured in e: 0.21, -0.05, 0.06, -0.01, -0.04, 0.06, -0.01, -0.09, -0.03, -0.04, -0.04, 0.05, 0.06, -0.06, -0.02, 0.05, -0.06, 0.02, 0.01, -0.05, 0.06, 0.06, -0.06, 0.05, -0.03, -0.05, -0.02, 0.01, -0.06, -0.01, 0.03, -0.05, 0.03, -0.02

Entry Q
Molecular formula: ArH22O11
Method: DFT, wB97M-V/def2-TZVPD

Structure (XYZ):
```
34
ArH22O11 (wB97M-V/def2-TZVPD)
Ar -0.379 0.331 -0.235
O -0.194 0.642 -3.634
H -0.108 1.008 -4.515
H 0.631 0.181 -3.485
O -1.670 -2.757 -0.958
H -0.760 -2.974 -1.160
H -1.842 -1.958 -1.456
O 0.544 3.264 -2.018
H 0.923 2.940 -1.201
H -0.082 2.588 -2.277
O 2.707 -0.205 1.859
H 3.382 -0.844 1.630
H 2.088 -0.694 2.401
O -1.651 -1.842 1.964
H -2.242 -2.517 2.298
H -1.538 -2.058 1.039
O 2.149 2.259 0.086
H 2.107 1.328 0.304
H 2.919 2.340 -0.476
O -2.252 -0.544 -2.518
H -2.795 0.146 -2.137
H -1.460 -0.093 -2.809
O 1.661 -1.087 -3.418
H 1.156 -1.845 -3.125
H 2.203 -1.422 -4.133
O -0.286 1.800 3.443
H 0.446 2.401 3.579
H 0.075 1.103 2.895
O 0.584 -1.055 3.507
H 0.656 -1.256 4.440
H -0.145 -1.595 3.201
O -2.594 1.011 2.207
H -1.813 1.321 2.666
H -2.420 0.086 2.035
```

The highest occupied orbital energy is -10.1247 eV. The value obtained for the HOMO-LUMO gap is 9.88 eV. The value obtained for the LUMO energy is -0.25 eV. The calculation puts the molar mass at 238.11 g/mol. The spin multiplicity is 1. As for the total charge: 0.

The Löwdin scheme yields these atomic charges, measured in e: 0.32, -0.06, 0.08, -0.02, -0.06, 0.03, -0.03, -0.08, -0.04, -0.02, -0.06, 0.04, -0.02, -0.06, 0.07, 0.00, -0.07, -0.03, 0.05, -0.09, 0.05, -0.05, -0.01, 0.06, 0.07, -0.04, 0.06, 0.01, -0.04, 0.06, 0.01, -0.08, -0.04, -0.03

The structure with the most favorable energy is entry Q; the runner-up is 65.2 kJ/mol above it.